# 1
Computed, not measured: a cluster of 2 separate species, C3H7N3O in total, with the ωB97M-V functional and the def2-TZVPD basis.

```
14
C3H7N3O the ωB97M-V functional and the def2-TZVPD basis
C -0.41097 -0.26423 2.02394
N -1.40447 0.12549 1.06826
C -1.20310 0.58779 -0.05322
N -1.50976 1.22159 -1.10850
C 0.68178 -0.19663 -0.98960
O 0.63993 0.40092 -2.14347
N 1.71747 -1.02634 -0.89562
H -0.20243 0.55081 2.72765
H 0.53144 -0.52202 1.51688
H -0.76444 -1.12463 2.60017
H -0.22671 0.93477 -2.07720
H -2.06334 2.05258 -0.93430
H 1.85723 -1.57502 -0.06338
H 2.35738 -1.16509 -1.67162
```

Computed properties:
HOMO level   -8.635 eV
Frontier orbital gap   9.6 eV
Net charge   0
Multiplicity   1
Energy above the lowest of the compared OMol25 structures with the same formula, charge and spin   2.884 eV



# 2
Computed, not measured: a structure of composition C24H43CeCl2N4O4SSi, with the ωB97M-V functional and the def2-TZVPD basis.

```
80
C24H43CeCl2N4O4SSi the ωB97M-V functional and the def2-TZVPD basis
C 0.02692 -3.01031 -2.85392
C 1.23548 -2.23542 -2.43790
H -0.35527 -2.66475 -3.82433
H -0.77327 -2.92863 -2.11345
H 0.29104 -4.07360 -2.95963
C 2.17350 -1.85532 -3.33244
C 2.09047 -2.05382 -4.80874
H 3.11836 -1.42150 -2.99311
H 1.05558 -1.99399 -5.17454
H 2.51043 -3.02215 -5.12650
H 2.68535 -1.27402 -5.30656
Ce -0.83125 0.43129 0.55554
Cl -2.75146 -1.71808 1.19056
C 2.14343 0.80188 1.98485
O 1.34126 1.36132 1.18659
N 3.18735 1.42954 2.51595
C 3.47095 2.82044 2.17561
C 4.18033 0.71488 3.30876
H 1.99735 -0.24414 2.29922
H 2.55420 3.33649 1.87531
H 4.22206 2.87894 1.37423
H 3.90785 3.29916 3.05674
H 3.79619 -0.27865 3.57253
H 4.40194 1.28977 4.21714
H 5.11480 0.60520 2.73956
H -1.64560 2.42083 5.05499
H -3.53046 0.47774 5.38319
C -2.45041 2.89366 4.46420
C -4.13284 1.06724 4.67449
N -3.27783 1.87934 3.81546
H -2.03955 3.56209 3.70445
C -3.22476 1.60158 2.51655
O -2.28603 1.96169 1.73962
H -4.71233 0.38969 4.04390
H -4.05540 0.97190 2.15936
H -3.10136 3.45819 5.14752
H -4.81752 1.71992 5.22582
H -0.24699 -0.10354 -3.52071
H 2.58184 0.90190 -3.89571
C -0.27832 0.96566 -3.77087
C 2.02936 1.85027 -3.83279
N 0.80220 1.65611 -3.07245
H -1.26052 1.34987 -3.47934
C 0.67744 2.15266 -1.83119
O -0.32979 1.99103 -1.10381
H 2.64717 2.59116 -3.31711
H 1.53517 2.75206 -1.47522
H -0.11848 1.06023 -4.85141
H 1.78425 2.18430 -4.84886
O 0.30177 -1.29109 -0.38496
C 1.37315 -1.99486 -0.93161
C 3.05777 -0.10874 -1.03725
C 2.71767 -1.36453 -0.56750
H 2.31442 0.43695 -1.63598
C 4.32196 0.42612 -0.77619
H 1.37121 -3.00882 -0.49112
C 3.58695 -2.07403 0.25861
H 4.57551 1.42152 -1.13745
C 5.22894 -0.31199 -0.00105
C 4.84966 -1.54944 0.52373
H 3.24357 -3.02270 0.67350
H 6.20988 0.10936 0.23295
H 5.52935 -2.09102 1.18564
Si -4.27189 -1.25406 -0.23631
Cl -2.17492 -0.25237 -1.64189
C -4.73342 0.57804 -0.26739
C -5.55677 -2.31452 0.73380
C -4.66308 -2.06848 -1.93939
H -3.99856 1.35172 -0.00497
H -5.61035 0.74599 0.37201
H -5.04550 0.78618 -1.29985
H -4.32647 -1.51850 -2.82451
H -5.76058 -2.13730 -1.99077
H -4.28634 -3.09489 -2.00984
H -5.61499 -2.11168 1.80788
H -5.27808 -3.36832 0.59613
H -6.54707 -2.12677 0.31253
S -0.99412 -0.18812 5.57661
C -0.68345 -0.26453 4.01323
N -0.47906 -0.28926 2.83987
```

Computed properties:
HOMO level (spin up / spin down)   -7.545 / -7.989 eV
Frontier orbital gap (spin up / spin down)   7.8 / 8.3 eV
Net charge   0
Multiplicity   2



# 3
Computed, not measured: a cluster of 2 separate species, CH2N2OS in total, with the ωB97M-V functional and the def2-TZVPD basis.

```
7
CH2N2OS the ωB97M-V functional and the def2-TZVPD basis
O -1.46052 -0.06866 1.57345
N -1.31968 -1.05364 0.87993
S -1.60508 -1.26025 -0.69128
H -0.99622 -2.01412 1.40485
C 0.10754 1.37960 -0.40446
N 0.10209 1.37058 0.75290
H 0.05766 1.29217 -1.44001
```

Computed properties:
HOMO level   -9.667 eV
Frontier orbital gap   8.8 eV
Net charge   0
Multiplicity   1
Energy above the lowest of the compared OMol25 structures with the same formula, charge and spin   2.009 eV
Structure (SMILES)   [O-][NH+]=S.C#N



# 4
Computed, not measured: an isolated molecule of C4H9NO, with the ωB97M-V functional and the def2-TZVPD basis.

```
15
C4H9NO the ωB97M-V functional and the def2-TZVPD basis
N -1.98246 -1.14603 0.84081
C -0.94775 -0.16262 1.05970
C 0.25208 -0.43577 0.10244
C 0.99702 0.81833 -0.30551
C 1.72636 0.66428 -1.63776
O 2.66815 1.34737 -1.94317
H -2.78956 -1.00937 1.43876
H -2.34436 -1.09643 -0.10429
H -0.58756 -0.32349 2.08123
H -1.22844 0.89110 0.97533
H 0.87692 -1.19134 0.59425
H -0.13397 -1.00283 -0.75127
H 1.77637 1.12320 0.38711
H 0.33265 1.67648 -0.43534
H 1.38453 -0.15287 -2.30231
```

Computed properties:
HOMO level   -9.613 eV
Frontier orbital gap   10.6 eV
Net charge   0
Multiplicity   1
Energy above the lowest of the compared OMol25 structures with the same formula, charge and spin   1.441 eV
Structure (SMILES)   NCCCC=O